Density functional theory data (ωB97M-V with the def2-TZVPD basis set) for a single C4H5N3O molecule.

ORCA input file:
```
! RIJCOSX wB97M-V def2-TZVPD def2/J DEFGRID3
* xyz 0 1
C 1.02 1.76 0.32
C 1.62 0.37 0.61
C 0.39 -0.47 0.37
C -0.56 0.25 -0.40
H 0.59 2.18 1.23
H 1.73 2.50 -0.08
H 2.35 0.16 -0.24
H 2.06 0.28 1.60
H -0.73 2.24 -0.80
N 0.01 -1.69 0.49
N -1.54 -0.51 -0.71
N -0.05 1.51 -0.71
O -1.22 -1.75 -0.07
*
```

For the HOMO energy, the calculation gives -9.497 eV. The value obtained for the energy above the lowest of the compared OMol25 structures with the same formula, charge and spin is 352.58 kJ/mol.

Density functional theory data (ωB97M-V with the def2-TZVPD basis set) for a molecular structure, C40H36Cl5N2O3P2PbTe.

ORCA input file:
```
! RIJCOSX wB97M-V def2-TZVPD def2/J DEFGRID3
* xyz 1 1
Pb 0.29 -0.38 -0.02
C 3.78 -1.18 0.24
P 2.39 -2.28 -0.21
C 2.85 -3.10 -1.76
C 1.89 -3.20 -2.76
C 2.18 -3.84 -3.95
C 3.44 -4.37 -4.16
C 4.42 -4.27 -3.17
C 4.12 -3.64 -1.97
C 2.39 -3.59 1.05
C 2.14 -4.92 0.70
C 2.03 -5.89 1.68
C 2.16 -5.55 3.02
C 2.41 -4.23 3.38
C 2.52 -3.25 2.40
C 3.33 -0.21 1.31
C 4.09 0.43 2.25
C 3.20 1.21 3.04
C 1.94 1.01 2.53
C 0.63 1.48 3.13
P -0.64 1.79 1.84
C -0.47 3.56 1.42
C -0.17 4.54 2.37
C -0.09 5.87 2.00
C -0.32 6.25 0.68
C -0.61 5.29 -0.27
C -0.67 3.95 0.10
C -2.23 1.75 2.76
C -2.48 0.84 3.78
C -3.72 0.78 4.40
C -4.74 1.63 4.00
C -4.52 2.53 2.97
C -3.28 2.59 2.35
N 1.99 0.14 1.46
H 4.10 -0.67 -0.67
H 4.62 -1.77 0.61
H 0.90 -2.78 -2.60
H 1.42 -3.92 -4.73
H 3.68 -4.88 -5.09
H 5.40 -4.68 -3.33
H 4.88 -3.56 -1.19
H 2.04 -5.19 -0.35
H 1.84 -6.92 1.40
H 2.07 -6.32 3.78
H 2.52 -3.97 4.42
H 2.71 -2.22 2.69
H 5.16 0.34 2.38
H 3.46 1.85 3.87
H 0.80 2.36 3.74
H 0.24 0.70 3.78
H 0.00 4.27 3.40
H 0.15 6.62 2.74
H -0.26 7.30 0.40
H -0.77 5.58 -1.31
H -0.85 3.20 -0.67
H -1.70 0.16 4.11
H -3.89 0.07 5.20
H -5.71 1.60 4.50
H -5.31 3.21 2.67
H -3.10 3.33 1.58
N -0.70 -2.25 1.37
C -1.43 -3.06 0.38
C -2.31 -2.24 -0.57
O -2.82 -2.82 -1.51
O -2.42 -0.98 -0.28
H -0.06 -2.84 1.91
H -1.35 -1.80 2.02
H -2.06 -3.82 0.85
H -0.70 -3.58 -0.24
Cl 1.27 3.87 -6.81
C 0.53 2.99 -5.54
C 1.30 2.40 -4.54
Cl 3.01 2.56 -4.61
C 0.71 1.68 -3.50
Cl 1.79 0.93 -2.35
C -0.69 1.53 -3.43
O -1.29 0.82 -2.46
C -1.42 2.14 -4.46
Cl -3.12 1.96 -4.33
C -0.85 2.86 -5.49
Cl -1.85 3.56 -6.70
C -4.56 2.66 -1.71
Te -3.08 1.11 -1.38
C -4.35 -0.27 -2.30
H -5.13 2.57 -2.63
H -4.13 3.66 -1.61
H -5.22 2.48 -0.85
H -5.00 -0.60 -1.48
H -3.76 -1.13 -2.61
H -4.93 0.19 -3.09
*
```

For the HOMO energy, the calculation gives -9.614 eV. The value obtained for the energy above the lowest of the compared OMol25 structures with the same formula, charge and spin is 245.45 kJ/mol.

Density functional theory data (ωB97M-V with the def2-TZVPD basis set) for a molecular structure, C27H48ClCoO2P.

ORCA input file:
```
! RIJCOSX wB97M-V def2-TZVPD def2/J DEFGRID3
* xyz -1 5
Co -0.30 0.16 2.15
Cl -2.51 0.35 1.89
P -0.10 0.30 -0.20
C -0.17 1.79 2.89
H 0.78 1.75 3.54
H -1.05 1.78 3.63
C 1.35 -0.49 -1.15
C -0.30 2.13 -0.61
C 2.66 0.31 -1.21
H 1.52 -1.39 -0.52
C 3.81 -0.61 -1.61
H 2.58 1.08 -1.99
H 2.89 0.84 -0.27
C 3.56 -1.25 -2.98
H 4.74 -0.02 -1.63
H 3.93 -1.38 -0.83
C 2.14 -1.80 -3.16
H 3.76 -0.51 -3.76
H 4.28 -2.07 -3.13
C 1.04 -0.92 -2.58
H 1.93 -1.95 -4.23
H 2.07 -2.79 -2.68
H 0.92 -0.02 -3.20
H 0.09 -1.47 -2.65
C -1.66 -0.37 -1.04
C 0.30 2.44 -1.98
H -1.40 2.26 -0.62
C 0.04 3.88 -2.39
H 1.38 2.28 -1.93
H -0.08 1.76 -2.76
C 0.62 4.85 -1.35
H 0.50 4.04 -3.38
H -1.04 4.04 -2.49
C 0.14 4.56 0.07
H 1.71 4.78 -1.38
H 0.36 5.87 -1.63
C 0.25 3.07 0.46
H 0.71 5.15 0.79
H -0.92 4.85 0.16
H 1.30 2.82 0.67
H -0.26 2.89 1.43
C -1.74 -1.90 -0.97
H -2.43 0.01 -0.36
C -3.13 -2.37 -1.39
H -0.99 -2.38 -1.60
H -1.52 -2.22 0.06
C -3.56 -1.81 -2.76
H -3.15 -3.47 -1.40
H -3.85 -2.04 -0.62
C -3.36 -0.30 -2.90
H -3.00 -2.33 -3.55
H -4.62 -2.05 -2.92
C -1.99 0.19 -2.43
H -3.50 0.01 -3.94
H -4.13 0.22 -2.30
H -1.23 -0.10 -3.16
H -2.01 1.28 -2.40
C -0.12 -1.90 2.55
C -0.11 -1.04 3.58
H 0.87 -2.15 2.20
C -1.32 -0.78 4.50
H 0.81 -0.54 3.94
C -1.98 -2.12 4.71
H -1.05 -0.15 5.39
H -2.06 -0.13 3.98
C -2.36 -2.81 3.38
H -1.22 -2.70 5.26
H -2.87 -1.99 5.33
C -1.19 -2.99 2.42
H -2.75 -3.80 3.58
H -3.17 -2.26 2.86
H -0.58 -3.84 2.75
H -1.49 -3.20 1.39
C 3.90 -0.53 2.53
O 2.49 -0.80 2.62
C 1.76 0.22 2.04
O 2.36 1.23 1.67
H 4.17 -0.28 1.51
H 4.42 -1.46 2.85
H 4.14 0.27 3.23
*
```

For the HOMO energy (spin up / spin down), the calculation gives -2.251 / -4.064 eV. The value obtained for the energy above the lowest of the compared OMol25 structures with the same formula, charge and spin is 419.12 kJ/mol.

Density functional theory data (ωB97M-V with the def2-TZVPD basis set) for a molecular structure, C33H35AsNP2Re.

ORCA input file:
```
! RIJCOSX wB97M-V def2-TZVPD def2/J DEFGRID3
* xyz 3 4
Re -0.63 0.27 0.09
C 0.85 3.33 -0.02
P 0.85 1.90 1.10
C 2.43 1.74 1.91
C 3.54 1.21 1.24
C 4.78 1.22 1.85
C 4.93 1.78 3.11
C 3.84 2.33 3.77
C 2.58 2.31 3.19
C -0.46 2.02 2.30
C -1.52 2.94 2.12
C -2.41 3.15 3.16
C -2.25 2.46 4.36
C -1.25 1.51 4.52
C -0.36 1.26 3.49
C 0.14 2.93 -1.28
C 0.00 3.51 -2.48
C -0.69 2.58 -3.35
C -0.95 1.47 -2.63
C -1.46 0.10 -2.96
P -0.33 -0.97 -2.01
C 1.31 -0.80 -2.68
C 1.49 -1.00 -4.05
C 2.76 -0.87 -4.58
C 3.84 -0.57 -3.76
C 3.66 -0.41 -2.39
C 2.39 -0.52 -1.85
C -0.83 -2.68 -2.07
C -2.09 -3.04 -2.55
C -2.41 -4.39 -2.65
C -1.49 -5.36 -2.27
C -0.23 -4.99 -1.80
C 0.11 -3.65 -1.70
N -0.45 1.66 -1.33
H 0.38 4.16 0.51
H 1.89 3.61 -0.20
H 3.44 0.80 0.25
H 5.63 0.80 1.34
H 5.90 1.79 3.59
H 3.96 2.78 4.75
H 1.75 2.77 3.71
H -1.62 3.51 1.21
H -3.20 3.88 3.05
H -2.93 2.66 5.19
H -1.15 0.97 5.46
H 0.44 0.55 3.62
H 0.35 4.49 -2.76
H -0.94 2.74 -4.39
H -2.49 -0.07 -2.65
H -1.39 -0.13 -4.02
H 0.66 -1.26 -4.70
H 2.91 -1.01 -5.65
H 4.83 -0.47 -4.19
H 4.52 -0.20 -1.76
H 2.23 -0.44 -0.79
H -2.80 -2.30 -2.88
H -3.38 -4.68 -3.04
H -1.74 -6.40 -2.37
H 0.49 -5.75 -1.53
H 1.10 -3.37 -1.36
C -3.67 -1.94 0.14
As -2.31 -1.23 1.32
C -3.42 -0.25 2.56
C -1.68 -2.78 2.27
H -4.47 -2.31 0.79
H -3.27 -2.76 -0.45
H -4.07 -1.16 -0.50
H -4.16 -0.94 2.94
H -3.92 0.56 2.03
H -2.83 0.15 3.38
H -2.55 -3.25 2.73
H -0.96 -2.50 3.04
H -1.22 -3.47 1.57
*
```

For the HOMO energy (spin up / spin down), the calculation gives -16.690 / -16.675 eV.

Density functional theory data (ωB97M-V with the def2-TZVPD basis set) for a single C24H27N3O3 molecule.

ORCA input file:
```
! RIJCOSX wB97M-V def2-TZVPD def2/J DEFGRID3
* xyz 0 1
C -2.12 -3.07 -1.76
C -2.60 -2.36 -0.55
C -2.35 -2.54 0.78
C -3.10 -1.56 1.47
C -3.77 -0.85 0.53
O -3.47 -1.33 -0.71
C -4.65 0.36 0.64
N -3.98 1.63 0.43
C -2.86 1.89 1.32
C -1.50 1.52 0.73
H -0.72 1.75 1.46
H -1.47 0.45 0.53
C -1.24 2.31 -0.57
C -2.54 2.88 -1.12
C -3.66 1.86 -0.98
H -4.57 2.22 -1.47
H -3.35 0.93 -1.48
H -2.79 3.79 -0.58
H -2.41 3.15 -2.17
H -0.80 1.64 -1.33
O -0.36 3.40 -0.36
C 0.96 3.18 -0.16
C 1.57 1.93 -0.15
C 2.95 1.83 0.05
C 3.71 2.96 0.28
C 3.10 4.21 0.26
C 1.75 4.32 0.04
H 1.26 5.28 0.03
H 3.69 5.10 0.42
H 4.77 2.86 0.46
C 3.63 0.50 0.08
O 4.55 0.23 0.83
N 3.15 -0.39 -0.84
H 2.38 -0.13 -1.43
C 3.64 -1.75 -0.93
C 2.65 -2.71 -0.34
C 2.56 -2.88 1.04
C 1.62 -3.76 1.55
C 0.79 -4.43 0.66
N 0.85 -4.26 -0.65
C 1.76 -3.42 -1.13
H 1.77 -3.32 -2.21
H 0.05 -5.13 1.01
H 1.53 -3.92 2.62
H 3.23 -2.33 1.69
H 3.84 -1.99 -1.98
H 4.58 -1.77 -0.37
H 0.99 1.03 -0.26
H -2.87 2.96 1.57
H -3.02 1.33 2.25
H -5.46 0.29 -0.09
H -5.09 0.38 1.65
H -3.14 -1.42 2.53
H -1.69 -3.27 1.20
H -1.24 -3.65 -1.52
H -2.89 -3.75 -2.13
H -1.89 -2.36 -2.55
*
```

For the HOMO energy, the calculation gives -8.072 eV. The value obtained for the energy above the lowest of the compared OMol25 structures with the same formula, charge and spin is 202.16 kJ/mol.

Density functional theory data (ωB97M-V with the def2-TZVPD basis set) for a molecular structure, C4H9N2.

ORCA input file:
```
! RIJCOSX wB97M-V def2-TZVPD def2/J DEFGRID3
* xyz 1 1
C -1.20 -0.98 0.56
C -1.69 -0.45 -0.76
C -0.76 0.50 0.73
C 1.43 0.46 0.29
N -1.29 0.78 -0.49
N 2.12 -0.13 -0.80
H -2.02 -1.36 1.16
H -0.31 -1.60 0.73
H -1.96 -0.86 -1.69
H 1.61 -0.12 1.19
H 1.50 1.47 0.40
H -1.10 1.13 1.59
H -1.31 1.68 -0.81
H 2.66 -0.99 -0.56
H 2.35 0.46 -1.54
*
```

For the HOMO energy (spin up / spin down), the calculation gives -12.649 / -12.649 eV. The value obtained for the energy above the lowest of the compared OMol25 structures with the same formula, charge and spin is 465.91 kJ/mol.

Calculated values (eV/A) of F_max for the records, taken in order: 1.6; 0.6; 5.2; 1.3; 1.0; 4.4.